Entry 1:
Below is the molecule C10H11N3O5S in a non-equilibrium geometry, with properties calculated with ωB97M-V/def2-TZVPD.

The energy relative to the best compared isomer or geometry (same formula, charge and spin) comes out at 0.000 eV. The calculation puts the highest occupied orbital energy at -8.8 eV. The SMILES is CSC[C@H]1CN(/N=C/c2ccc([N+](=O)[O-])o2)C(=O)O1. The value obtained for the strongest force on any atom is 0.03516 hartree/bohr. Its spin multiplicity is 1.

The geometry in XYZ format:
```
30
Properties=species:S:1:pos:R:3:forces:R:3
C -2.486321 -2.407157 -1.068960 -0.4 0.3 0.2
S -3.979459 -1.629884 -0.374481 0.0 0.0 -0.2
C -3.685488 0.106506 -0.853407 -0.1 -0.3 0.3
C -3.355844 1.004559 0.345388 0.0 -0.7 0.1
C -2.213834 0.464108 1.206917 -0.1 0.0 0.3
N -1.078525 1.107660 0.575053 -0.9 0.3 -0.2
N 0.123961 0.556054 0.706182 0.9 -0.3 0.0
C 1.181903 1.033258 0.164460 -0.6 0.7 -0.4
C 2.407127 0.309317 0.337013 0.3 -1.5 1.0
C 2.686285 -0.846942 1.050529 -0.3 0.8 -0.4
C 4.042251 -1.119190 0.847569 0.7 0.7 -0.7
C 4.500712 -0.111773 0.023972 -0.9 -1.0 0.9
N 5.790201 0.100232 -0.512637 0.3 0.2 -0.2
O 5.958983 1.062452 -1.229833 0.0 0.2 -0.1
O 6.639791 -0.716832 -0.208821 0.1 -0.1 0.1
O 3.514005 0.748378 -0.280939 0.3 0.4 -0.3
C -1.494653 2.216130 -0.152731 0.6 -0.2 0.0
O -0.798832 3.022925 -0.693246 0.1 0.2 -0.2
O -2.841636 2.239427 -0.155649 -0.1 0.5 -0.1
H -2.497947 -2.308166 -2.150306 0.1 0.0 -0.1
H -1.590165 -1.957348 -0.650098 0.1 0.0 0.0
H -2.534093 -3.456370 -0.796001 0.0 -0.1 0.0
H -2.857812 0.116103 -1.561608 0.0 0.1 -0.1
H -4.581275 0.473316 -1.351471 0.1 0.1 -0.1
H -4.257958 1.221650 0.920205 0.2 0.0 0.0
H -2.126877 -0.621055 1.178791 0.0 0.1 0.0
H -2.301396 0.785930 2.249893 0.0 -0.1 -0.1
H 1.224719 1.937344 -0.435904 -0.2 0.0 0.0
H 1.985149 -1.402123 1.636521 -0.2 -0.1 0.1
H 4.627029 -1.928510 1.233600 0.1 -0.1 0.0
```
Forces are in eV/Å.



Entry 2:
Below is the molecule C10H11NO in a non-equilibrium geometry, with properties calculated with ωB97M-V/def2-TZVPD.

The energy relative to the best compared isomer or geometry (same formula, charge and spin) comes out at 2.485 eV. The calculation puts the highest occupied orbital energy at -8.2 eV. The SMILES is CC1(C)C=Nc2c(O)cccc21. The value obtained for the strongest force on any atom is 0.11176 hartree/bohr. Its spin multiplicity is 1.

The geometry in XYZ format:
```
23
Properties=species:S:1:pos:R:3:forces:R:3
C 1.407864 -0.913889 1.971178 -2.6 -3.9 -1.3
C 0.745120 0.188450 1.142831 3.2 0.2 -0.3
C 1.872808 1.171182 0.506544 -1.9 1.7 0.9
C -0.173709 1.202664 1.701977 -1.0 -1.6 0.1
N -1.261198 1.313474 1.042018 -0.2 1.1 0.4
C -1.187826 0.460871 -0.041919 0.6 -1.9 -1.8
C -2.127109 0.349410 -1.090992 1.4 -0.6 1.1
O -3.308675 1.028596 -1.121140 0.7 0.0 0.6
C -1.784131 -0.589118 -2.077279 1.4 0.0 1.1
C -0.612075 -1.312385 -2.099322 0.8 0.4 1.9
C 0.363596 -1.190066 -1.056240 0.7 -0.5 -1.6
C 0.092108 -0.348190 -0.048922 -4.9 3.0 0.5
H 2.077308 -0.461218 2.587866 2.4 0.7 1.8
H 1.842514 -1.713403 1.243756 -0.1 1.8 1.2
H 0.744443 -1.668017 2.615954 0.8 2.2 -1.2
H 2.640884 0.580189 0.160128 1.6 -1.4 -1.3
H 2.410252 1.936599 1.178976 -1.4 -1.0 -0.6
H 1.278374 1.649666 -0.336336 1.3 -0.1 1.0
H 0.032793 1.716232 2.615475 0.0 0.5 0.4
H -3.563686 1.060498 -2.036009 -0.5 0.1 -0.6
H -2.393465 -0.819508 -2.870748 -1.9 -0.1 -1.7
H -0.487991 -2.053103 -2.848285 0.3 -0.4 -0.7
H 1.391802 -1.588933 -1.139510 -0.8 -0.3 0.0
```
Forces are in eV/Å.



Entry 3:
Below is the molecule C10H11NO in a non-equilibrium geometry, with properties calculated with ωB97M-V/def2-TZVPD.

The energy relative to the best compared isomer or geometry (same formula, charge and spin) comes out at 2.459 eV. The calculation puts the highest occupied orbital energy at -8.6 eV. The SMILES is CC(=O)c1ccc2c(c1)CCN2. The value obtained for the strongest force on any atom is 0.08388 hartree/bohr. Its spin multiplicity is 1.

The geometry in XYZ format:
```
23
Properties=species:S:1:pos:R:3:forces:R:3
C 3.702344 0.618864 0.126036 -0.4 0.8 1.5
C 2.646755 -0.401551 0.028395 0.8 -3.4 1.0
O 2.908385 -1.622518 0.110675 -0.7 2.3 -0.4
C 1.256744 0.080954 -0.058225 -2.1 0.0 -2.7
C 0.849803 1.428020 -0.252387 2.9 -1.2 1.3
C -0.477433 1.740076 -0.088913 -1.1 3.5 1.7
C -1.466024 0.793356 0.014861 -0.8 -1.9 0.4
C -1.095312 -0.547888 -0.155363 -0.3 -1.8 0.4
C 0.244301 -0.899891 -0.251783 1.3 -0.5 1.2
C -2.315407 -1.508405 0.168169 0.7 2.6 -0.8
C -3.481588 -0.487790 -0.206913 3.9 0.3 1.8
N -2.855777 0.877910 0.450357 -0.8 -0.4 -3.4
H 4.740598 0.213450 0.337278 -1.5 0.8 -0.6
H 3.465108 1.139299 -0.785669 1.3 0.7 -0.8
H 3.277624 1.346621 0.904067 1.3 -0.9 -0.7
H 1.740645 2.122646 -0.315214 -1.9 -0.1 0.2
H -0.724853 2.767928 0.365158 0.3 -1.2 -1.6
H 0.705177 -1.929006 -0.303507 -1.3 0.9 0.1
H -2.260853 -1.707832 1.229108 -0.2 0.0 0.4
H -2.309628 -2.456989 -0.351901 -0.1 0.0 -0.4
H -4.371454 -0.750936 0.308827 -1.0 0.2 -0.2
H -3.395723 -0.488099 -1.295868 -1.0 0.5 0.1
H -3.328385 1.683219 -0.073435 0.9 -1.3 1.2
```
Forces are in eV/Å.



Entry 4:
Below is a cluster of 2 separate species, C10H11NO2 in total in a non-equilibrium geometry, with properties calculated with ωB97M-V/def2-TZVPD.

The energy relative to the best compared isomer or geometry (same formula, charge and spin) comes out at 4.092 eV. The calculation puts the highest occupied orbital energy at -7.3 eV. The SMILES is C=C/C(O)=C1\C=CC=CC1.N=C=O. The value obtained for the strongest force on any atom is 0.08217 hartree/bohr. Its spin multiplicity is 1.

The geometry in XYZ format:
```
24
Properties=species:S:1:pos:R:3:forces:R:3
C 0.691378 -2.802365 -1.262700 1.6 -1.5 0.8
C 0.660881 -1.521003 -0.934643 -0.1 3.2 -2.7
C -0.350734 -0.930259 -0.090017 0.9 -1.1 1.9
O -0.971440 -1.765708 0.822798 0.5 -1.1 0.3
C -0.530817 0.358657 0.156273 -2.3 1.2 0.7
C -0.053179 1.452927 -0.599196 1.2 -0.6 -1.9
C -0.010391 2.681263 -0.154647 -0.1 1.8 -2.0
C -0.617532 3.105905 1.002087 -1.6 -0.8 3.8
C -1.264507 2.199305 1.785327 1.3 1.3 -1.3
C -1.414780 0.776030 1.387578 3.4 -0.6 0.2
H 1.415490 -3.203724 -1.995594 -0.5 0.3 0.5
H 0.288968 -3.546097 -0.536776 -0.3 0.5 -1.1
H 1.207327 -0.640176 -1.523667 -0.9 -2.4 1.0
H -0.300435 -2.414048 1.152200 -0.9 0.6 -0.5
H 0.330391 1.415056 -1.607860 0.1 -1.0 -0.2
H 0.295142 3.451187 -0.830663 0.6 0.3 -0.4
H -0.547240 4.115719 1.357006 0.2 0.4 0.0
H -1.475706 2.528609 2.774402 -0.9 -0.1 0.6
H -2.429188 0.476246 1.406914 -1.0 -0.7 -0.2
H -0.815259 0.188840 2.127975 -1.2 0.2 0.2
N 3.006219 -4.035127 0.590816 0.2 -0.4 0.8
C 3.381380 -2.882871 0.717420 0.5 -0.8 -0.8
O 3.721088 -1.778012 0.638108 -0.3 0.3 0.4
H 3.462992 -4.839136 1.041760 -0.4 0.8 -0.3
```
Forces are in eV/Å.



Entry 5:
Below is the ion C10H11NO3P with charge +1 in a non-equilibrium geometry, with properties calculated with ωB97M-V/def2-TZVPD.

The energy relative to the best compared isomer or geometry (same formula, charge and spin) comes out at 0.000 eV. The calculation puts the highest occupied orbital energy at -12.5 eV. The SMILES is O=P(O)(O)Cc1ccc2c[nH+]ccc2c1. The value obtained for the strongest force on any atom is 0.09386 hartree/bohr. As for the total charge: +1. Its spin multiplicity is 1.

The geometry in XYZ format:
```
26
Properties=species:S:1:pos:R:3:forces:R:3
O 4.932936 -0.177875 0.923624 -3.6 0.1 -2.4
P 3.577443 -0.301504 0.216783 2.8 -1.1 2.3
O 2.550686 -1.275292 1.218115 1.1 2.1 -1.7
O 3.630613 -1.067774 -1.299597 -1.7 0.6 2.8
C 2.699376 1.392769 -0.004033 -2.1 -0.5 -0.4
C 1.126657 1.093429 0.286148 -2.6 -1.2 -1.2
C 0.367728 1.528329 1.585078 -2.9 -2.3 -2.8
C -1.153987 1.150612 1.701075 2.6 -0.3 -1.9
C -1.869318 0.320191 0.562014 -0.8 -0.7 -0.8
C -3.389302 -0.112267 0.633588 2.4 -0.2 -1.6
N -4.031525 -0.905361 -0.394498 3.6 1.1 0.1
C -3.322720 -1.370856 -1.591607 4.5 1.8 0.2
C -1.818014 -0.986390 -1.832389 -3.5 0.4 3.2
C -1.097878 -0.137021 -0.733041 1.0 0.4 0.4
C 0.401196 0.273471 -0.854669 -1.3 1.2 2.9
H 2.557365 -0.855016 2.113080 0.2 -0.5 -0.9
H 2.880960 -1.716917 -1.378086 1.0 0.7 0.1
H 2.731701 1.724648 -1.110251 0.3 -0.6 1.8
H 3.130906 2.207130 0.669797 -0.5 -1.4 -0.9
H 0.942561 2.098938 2.392157 -1.2 -0.9 -1.3
H -1.762202 1.478211 2.627873 1.2 -0.7 -1.8
H -3.976189 0.234019 1.548495 0.5 -0.8 -1.6
H -5.022601 -1.189301 -0.296092 0.9 0.4 0.1
H -3.800039 -2.020038 -2.404800 0.2 1.2 1.8
H -1.272673 -1.353373 -2.776210 -1.1 0.7 1.7
H 0.986319 -0.032764 -1.802552 -1.0 0.7 1.8
```
Forces are in eV/Å.



Number 1: gap between HOMO and LUMO 7.90 eV, LUMO -0.873 eV. Number 2: gap between HOMO and LUMO 8.93 eV, LUMO 0.718 eV. Number 3: gap between HOMO and LUMO 8.90 eV, LUMO 0.323 eV. Number 4: gap between HOMO and LUMO 7.65 eV, LUMO 0.383 eV. Number 5: gap between HOMO and LUMO 7.07 eV, LUMO -5.402 eV.